# 1
Below is C5H8N2 in the gas phase in a non-equilibrium geometry, with properties calculated with ωB97M-V/def2-TZVPD.

The value obtained for the frontier orbital gap is 10.21 eV. The HOMO energy comes out at -9.3 eV. The largest force on an atom is 1.1 eV/A. The value obtained for the molar mass is 96.133 g mol⁻¹. Its energy relative to the best compared isomer or geometry (same formula, charge and spin) is 2.195 eV. Its spin multiplicity is 1. The value obtained for the energy is -304.754823 Eh. Its charge is 0. The value obtained for the LUMO energy is 0.88 eV. Its structure (SMILES) is C[C@H]1[C@@H](C#N)N1C.

```
15
Properties=species:S:1:pos:R:3:forces:R:3
C 0.57991 1.63455 1.00519 -0.01 0.01 0.00
C 0.86599 0.46028 0.09737 0.09 0.16 0.01
C 0.36205 -0.92865 0.42290 -0.09 -0.21 0.12
C -0.59101 -1.25014 1.47048 -0.74 -0.20 0.76
N -1.49674 -1.50411 2.14432 0.95 0.19 -0.36
N -0.25451 -0.11493 -0.56166 -0.32 0.10 0.18
C -0.81544 -0.59696 -1.79159 0.02 -0.05 -0.22
H -0.41510 1.52023 1.44532 0.16 0.02 -0.06
H 1.31800 1.70172 1.81151 -0.06 -0.03 -0.14
H 0.60237 2.57298 0.44176 0.00 -0.13 0.05
H 1.86416 0.45613 -0.35811 -0.24 -0.06 -0.11
H 1.03168 -1.74912 0.14214 -0.23 0.12 -0.05
H -0.18510 -1.29209 -2.36153 0.11 0.14 0.00
H -1.14708 0.22219 -2.43334 0.22 0.00 0.10
H -1.71917 -1.13208 -1.47476 0.13 -0.03 -0.27
```
Forces are in eV/Å.

Löwdin atomic charge list, values in e, 6 entries:
1. C -0.047
2. C -0.264
3. C -0.251
4. C -0.171
5. N 0.145
6. N -0.122


# 2
Below is C4H8S2 in the gas phase in a non-equilibrium geometry, with properties calculated with ωB97M-V/def2-TZVPD.

The value obtained for the frontier orbital gap is 8.74 eV. The HOMO energy comes out at -8.8 eV. The largest force on an atom is 2.8 eV/A. The value obtained for the molar mass is 120.242 g mol⁻¹. Its energy relative to the best compared isomer or geometry (same formula, charge and spin) is 0.643 eV. Its spin multiplicity is 1. The value obtained for the energy is -953.563007 Eh. Its charge is 0. The value obtained for the LUMO energy is -0.02 eV. Its structure (SMILES) is CC(C)C(=S)S.

```
14
Properties=species:S:1:pos:R:3:forces:R:3
C -1.05198 -0.29212 -1.16112 0.09 -0.30 0.49
C 0.13308 -0.27598 -0.16678 -0.56 0.36 -0.87
C 0.66461 1.18957 -0.09717 -0.10 -0.33 -0.47
C -0.32655 -0.79789 1.19007 2.57 0.75 -0.90
S -1.81934 -0.86825 1.68775 -1.60 -0.32 0.73
S 1.01534 -1.18402 2.24342 0.26 -0.18 0.49
H -1.81127 0.40765 -0.79251 0.01 -0.27 -0.20
H -1.50826 -1.29757 -1.28864 0.33 0.67 0.17
H -0.69674 0.06376 -2.11439 0.07 0.07 -0.46
H 0.95532 -0.89508 -0.58106 -0.44 0.09 0.45
H 1.58054 1.32684 0.47432 -0.11 -0.13 0.23
H -0.09740 1.89246 0.23096 -0.12 -0.13 0.38
H 0.89065 1.50397 -1.11787 0.11 -0.13 -0.06
H 2.07200 -0.77335 1.49301 -0.52 -0.15 0.00
```
Forces are in eV/Å.

Löwdin atomic charge list, values in e, 6 entries:
1. C -0.131
2. C -0.517
3. C -0.080
4. C -1.224
5. S 0.731
6. S 0.763


# 3
Below is a molecular structure, C46H56GeN2O6PRhS in a non-equilibrium geometry, with properties calculated with ωB97M-V/def2-TZVPD.

The value obtained for the frontier orbital gap (spin up / spin down) is 8.20 / 6.54 eV. The HOMO energy (spin up / spin down) comes out at -7.8 / -8.5 eV. The largest force on an atom is 1.8 eV/A. The value obtained for the molar mass is 971.519 g mol⁻¹. Its energy relative to the best compared isomer or geometry (same formula, charge and spin) is 1.579 eV. Its spin multiplicity is 5. The value obtained for the energy is -5274.314572 Eh. Its charge is 0. The value obtained for the LUMO energy (spin up / spin down) is 0.43 / -1.94 eV.

```
114
Properties=species:S:1:pos:R:3:forces:R:3
Rh 2.36178 0.62217 1.25325 -0.27 0.25 0.55
N 4.60446 0.44515 2.05682 -0.10 -0.01 0.08
C 4.68328 0.00631 3.45662 -0.03 0.12 0.00
C 3.46822 0.49424 4.23915 0.23 -0.02 0.00
O 3.54231 0.70497 5.43289 -0.01 -0.01 -0.01
N 2.33984 0.67382 3.47296 -0.60 0.10 -0.07
C 1.41977 1.58551 3.90483 0.01 -0.59 0.45
C 1.81422 3.10683 3.03152 0.23 0.40 -0.37
O 1.22053 4.02313 3.52178 -0.07 -0.14 0.08
O 2.61605 2.90251 2.11651 0.13 0.11 0.26
H 5.32815 0.01534 1.49233 -0.02 0.07 -0.07
H 4.74844 1.44846 2.02134 0.11 0.03 -0.06
H 5.56640 0.38715 3.97194 0.00 -0.01 0.02
H 4.71937 -1.08203 3.49553 0.10 0.13 0.04
H 1.48006 1.86444 4.95469 0.01 0.10 -0.03
H 0.41242 1.42335 3.52717 0.05 0.15 -0.13
O 0.40619 3.17068 -0.26971 -0.35 0.20 0.12
C -0.27107 2.37594 0.41138 -0.24 -0.08 -0.20
O 0.18258 1.38637 1.06046 0.05 -0.22 0.19
C -1.78590 2.55190 0.37978 0.22 -0.09 0.18
C -2.31961 2.20472 -1.02334 -0.26 -0.18 -0.06
Ge -3.94785 1.05489 -1.06237 0.08 0.27 -0.07
C -5.30726 1.82694 -2.26204 0.11 -0.13 0.12
C -6.12731 0.97425 -3.00219 0.00 0.06 0.02
C -7.10913 1.47919 -3.84264 -0.01 0.00 0.00
C -7.29091 2.85089 -3.95117 -0.01 -0.02 0.02
C -6.48943 3.71148 -3.21608 -0.02 0.05 -0.01
C -5.50521 3.20114 -2.38061 0.10 -0.02 0.03
C -3.47703 -0.65743 -1.91913 -0.15 0.18 0.11
C -3.50696 -1.91856 -1.32927 0.04 0.01 -0.01
C -3.11706 -3.04887 -2.03798 0.00 -0.02 0.03
C -2.68955 -2.93557 -3.35106 -0.11 0.11 -0.12
C -2.67183 -1.68830 -3.96141 -0.67 -0.29 -0.16
C -3.06463 -0.56540 -3.25089 -0.90 -0.19 -0.06
C -4.68793 1.01628 0.75879 0.03 -0.14 -0.23
C -5.29524 2.18622 1.21557 0.02 -0.02 -0.04
C -5.76429 2.28714 2.51612 -0.01 0.03 0.02
C -5.63753 1.21179 3.38489 -0.01 -0.01 -0.01
C -5.04505 0.03908 2.94345 0.01 -0.03 0.04
C -4.57495 -0.05534 1.63994 0.02 0.05 -0.01
H -1.99539 3.59343 0.62402 -0.11 -0.01 0.02
H -2.22150 1.92251 1.15599 0.00 0.02 0.02
H -1.54743 1.67313 -1.58588 -0.02 -0.01 -0.06
H -2.52825 3.11181 -1.59107 0.03 -0.01 -0.02
H -5.99237 -0.09827 -2.92519 -0.01 -0.02 -0.03
H -7.73133 0.80125 -4.41358 -0.01 0.01 0.00
H -8.05607 3.24862 -4.60563 0.00 0.00 0.00
H -6.63091 4.78211 -3.29639 0.02 0.00 0.00
H -4.87681 3.88745 -1.82203 -0.01 0.02 -0.02
H -3.84277 -2.03525 -0.30746 0.01 -0.04 -0.03
H -3.14874 -4.02018 -1.55939 0.01 0.00 0.00
H -2.37685 -3.81428 -3.90059 0.01 0.00 0.00
H -2.34966 -1.59303 -4.99092 0.01 0.01 0.00
H -3.05505 0.40388 -3.73983 0.01 0.01 -0.05
H -5.40187 3.03159 0.54384 -0.03 0.02 0.04
H -6.22521 3.20641 2.85480 -0.01 0.00 -0.01
H -6.00114 1.28741 4.40158 0.00 0.01 0.00
H -4.94390 -0.80316 3.61717 0.00 0.00 -0.01
H -4.10927 -0.97422 1.31466 0.05 -0.03 0.08
C 0.33162 -3.03574 2.90119 0.04 0.03 -0.04
C 0.00953 -2.40572 1.54011 0.07 0.10 0.08
C -0.99547 -1.28480 1.82454 0.05 0.07 -0.05
C -0.65689 -3.44081 0.63213 0.04 0.00 0.02
P 1.60674 -1.68814 0.76898 -0.21 -0.69 -0.29
C 1.21473 -1.71313 -1.02744 0.09 0.05 -0.06
C 1.96760 -2.32678 -2.03042 -0.04 -0.02 0.16
C 1.58414 -2.24178 -3.36167 -0.08 0.03 -0.10
C 0.45291 -1.52763 -3.72365 0.22 -0.01 0.10
C -0.28385 -0.88450 -2.74287 0.59 0.43 0.15
C 0.09505 -0.97376 -1.41681 0.07 0.07 -0.01
C 2.98904 -2.96778 0.99913 -0.03 0.16 0.04
C 2.63959 -4.37977 0.50775 0.03 0.03 0.04
C 4.21225 -2.37913 0.24129 -0.10 0.03 0.03
C 3.38662 -3.06851 2.48554 -0.09 0.02 -0.06
H -0.60212 -3.18890 3.44612 -0.03 -0.01 -0.03
H 0.96053 -2.38170 3.50782 -0.03 -0.04 0.05
H 0.80795 -4.00873 2.80009 0.03 0.02 0.03
H -1.82436 -1.71140 2.39359 -0.05 -0.05 0.00
H -1.40889 -0.84366 0.91982 0.01 0.05 0.05
H -0.54937 -0.48764 2.41429 -0.03 0.07 -0.01
H -1.55828 -3.80773 1.13224 -0.01 -0.01 0.03
H -0.01501 -4.29740 0.43250 0.00 -0.01 -0.01
H -0.95696 -3.00607 -0.31978 -0.01 -0.05 0.04
H 2.86790 -2.87368 -1.80227 0.02 -0.07 0.05
H 2.18328 -2.73434 -4.11757 0.01 0.01 0.00
H 0.16150 -1.45553 -4.76349 0.01 0.00 -0.02
H -1.14114 -0.28363 -3.01824 0.91 -0.06 0.29
H -0.46757 -0.42870 -0.67130 0.04 0.08 -0.06
H 2.16661 -4.39618 -0.46980 0.02 0.01 -0.09
H 1.97042 -4.87648 1.20955 -0.02 0.00 -0.03
H 3.55277 -4.97895 0.45451 0.01 0.01 0.02
H 3.95374 -1.55445 -0.42141 0.08 -0.01 -0.06
H 4.70953 -3.14941 -0.35078 -0.02 -0.01 -0.02
H 4.94304 -1.99570 0.95346 -0.01 -0.02 -0.04
H 3.27979 -2.10599 2.98754 -0.05 -0.16 -0.02
H 4.42932 -3.38616 2.56112 0.02 0.02 -0.03
H 2.79235 -3.79757 3.02596 -0.01 0.02 0.03
C 2.71914 3.88741 -1.42233 -0.46 0.06 0.39
S 2.41430 2.25497 -0.69779 1.57 -0.28 -0.73
O 1.87927 1.39392 -1.76971 -0.34 -0.13 -0.22
C 4.22278 1.85244 -0.76172 -0.12 0.21 -0.31
C 4.62778 0.82066 -1.59244 -0.05 -0.06 0.01
C 5.98269 0.55526 -1.75465 0.04 0.01 0.08
C 6.92594 1.33205 -1.09650 0.01 -0.06 -0.04
C 6.51614 2.36742 -0.26288 -0.01 -0.01 0.04
C 5.16517 2.62665 -0.08982 -0.02 -0.02 0.08
H 3.30728 3.71501 -2.32001 0.05 -0.04 0.03
H 3.24970 4.49810 -0.69513 -0.01 0.05 -0.05
H 1.74331 4.31048 -1.64277 0.08 -0.01 0.02
H 3.86806 0.25669 -2.12336 0.02 0.03 -0.03
H 6.29960 -0.24413 -2.41252 0.01 -0.01 0.00
H 7.98193 1.14424 -1.24227 0.00 -0.02 0.01
H 7.25499 2.97863 0.24003 -0.02 0.00 0.02
H 4.83939 3.42622 0.56816 0.03 0.01 -0.03
```
Forces are in eV/Å.

Löwdin atomic charge list, values in e, 6 entries:
1. Rh 0.902
2. N -0.006
3. C -0.150
4. C -0.495
5. O 0.086
6. N -0.043


# 4
Below is C7H8Cl2O in the gas phase in a non-equilibrium geometry, with properties calculated with ωB97M-V/def2-TZVPD.

The value obtained for the frontier orbital gap is 9.55 eV. The HOMO energy comes out at -8.8 eV. The largest force on an atom is 6.6 eV/A. The value obtained for the molar mass is 179.046 g mol⁻¹. Its energy relative to the best compared isomer or geometry (same formula, charge and spin) is 3.698 eV. Its spin multiplicity is 1. The value obtained for the energy is -1267.018130 Eh. Its charge is 0. The value obtained for the LUMO energy is 0.78 eV.

```
18
Properties=species:S:1:pos:R:3:forces:R:3
C 0.40590 0.67493 0.22235 -3.05 0.96 1.04
C 1.54706 0.03528 0.27632 0.91 -1.01 -0.27
C 1.55013 -1.45829 0.28367 -0.19 -0.17 1.08
C 0.19012 -2.03232 0.28295 0.25 6.51 -1.15
C -0.84756 -0.16852 0.20361 1.57 -4.88 0.12
C 0.00344 2.12808 0.34580 0.01 0.65 -0.57
C -1.64313 -0.13056 -1.05688 -1.00 0.56 -0.27
O 0.95747 -2.09371 -0.84987 0.38 -0.51 -0.96
Cl 3.12817 0.71019 0.29514 0.12 0.57 0.04
Cl -1.92418 -0.13566 1.59222 0.24 0.34 0.48
H 2.44742 -1.92786 0.75823 -0.95 0.18 -0.69
H -0.12789 -2.85650 0.76947 -1.33 -2.62 1.43
H 0.93198 2.71451 0.32462 -0.48 0.27 0.17
H -0.58527 2.30337 1.33010 0.98 -0.28 -1.80
H -0.63424 2.42791 -0.58413 1.03 -0.38 1.83
H -2.56070 -0.81787 -1.15399 1.58 1.12 0.47
H -0.92713 -0.31411 -1.82422 0.37 -0.53 -0.98
H -1.91160 0.94113 -1.21537 -0.44 -0.76 0.03
```
Forces are in eV/Å.

Löwdin atomic charge list, values in e, 6 entries:
1. C -0.341
2. C -0.600
3. C -0.275
4. C -0.064
5. C -0.688
6. C -0.055


# 5
Below is a molecular structure, C4H11N2 in a non-equilibrium geometry, with properties calculated with ωB97M-V/def2-TZVPD.

The value obtained for the frontier orbital gap is 6.62 eV. The HOMO energy comes out at -13.4 eV. The largest force on an atom is 7.1 eV/A. The value obtained for the molar mass is 87.146 g mol⁻¹. Its energy relative to the best compared isomer or geometry (same formula, charge and spin) is 5.211 eV. Its spin multiplicity is 1. The value obtained for the energy is -268.113380 Eh. Its charge is +1. The value obtained for the LUMO energy is -6.75 eV.

```
17
Properties=species:S:1:pos:R:3:forces:R:3
C -0.68432 -1.94843 -0.20605 -0.55 -0.62 -1.86
C -0.57060 -0.50465 0.17049 5.31 -1.65 4.36
C 0.75112 0.05775 0.11029 -1.60 -1.38 0.91
C 1.21688 1.11304 0.89048 0.49 0.28 -0.40
N 2.54294 1.32868 1.01335 -2.35 0.99 0.09
N -2.18785 0.74397 -1.20387 -0.11 -0.10 2.20
H 0.18254 -2.34319 -0.74193 0.08 0.50 -0.17
H -0.75893 -2.61877 0.64117 -0.45 0.30 0.52
H -0.93417 -0.31747 1.21759 -1.10 0.67 -1.46
H -1.33599 0.13985 -0.54511 -3.88 2.95 -3.79
H 1.49508 -0.57635 -0.32380 0.40 0.04 -0.85
H 0.50552 1.83681 1.36039 0.88 -0.45 -0.52
H 3.21202 0.63046 0.74594 0.21 0.04 -0.44
H 2.77127 2.31756 1.00798 0.72 -0.35 0.69
H -2.08037 1.75152 -1.14178 0.75 -0.20 0.30
H -1.54116 -2.13370 -0.88833 0.26 0.03 0.66
H -2.58398 0.52294 -2.10680 0.94 -1.08 -0.23
```
Forces are in eV/Å.

Löwdin atomic charge list, values in e, 6 entries:
1. C -0.051
2. C -0.196
3. C -0.051
4. C -0.065
5. N 0.165
6. N 0.079


> The lowest molar mass belongs to which entry?

C4H11N2


> Which of these has the highest energy?

C4H11N2